A molecular structure, C34H41InN7O8STe at a distorted geometry. Source: the Open Molecules 2025 dataset; level of theory: ωB97M-V/def2-TZVPD.

As for the HOMO-LUMO gap: 6.4 eV. Its charge is -1. The energy above the lowest of the compared OMol25 structures with the same formula, charge and spin comes out at 173.5 kcal per mole. Its multiplicity is 1. For the energy, the calculation gives -3161.69124 hartree.

```
93
Properties=species:S:1:pos:R:3:lowdin_charge:R:1
In -1.8385 -0.6815 -1.4784 1.1064
C -4.4987 0.5187 2.5056 -0.0396
O -3.6881 0.5986 3.6897 -0.0516
C -2.3770 0.8654 3.5733 -0.2108
C -1.5229 0.7744 4.5914 0.0497
C -0.1046 1.1130 4.2275 -0.2287
C 0.6228 2.7539 2.1300 -0.1506
C 0.9526 1.7942 0.9984 -0.1900
C 1.2344 1.9125 -0.3020 -0.1148
N 0.9722 0.9723 -1.3096 -0.3629
N 1.0452 1.5297 -2.6271 -0.1374
C -0.1606 1.8789 -3.1117 -0.5448
O -1.2683 1.8474 -2.5449 -0.1315
C -0.0848 2.3570 -4.5414 -0.1406
C 1.0579 2.9461 -5.0733 -0.0430
C 1.0869 3.3425 -6.4044 -0.0999
C -0.0231 3.1461 -7.2164 -0.1126
C -1.1707 2.5673 -6.6866 -0.0915
C -1.2027 2.1826 -5.3529 -0.0237
C -1.6713 1.3592 2.3563 -0.2454
O -2.1554 1.5275 1.2672 0.0983
H -5.4724 0.1822 2.8495 0.0882
H -4.0964 -0.1971 1.7925 0.0920
H -4.5918 1.4865 2.0190 0.0914
H -1.8101 0.4734 5.5917 0.1275
H 0.2170 1.9859 4.8156 0.1386
H 1.4803 2.8868 2.8003 0.1412
H 1.5561 2.8758 -0.6830 0.1110
H 1.9177 3.0895 -4.4296 0.1004
H 1.9769 3.8092 -6.8115 0.0928
H 0.0050 3.4463 -8.2577 0.0912
H -2.0428 2.4218 -7.3142 0.0957
H -2.0889 1.7406 -4.9134 0.1159
C -4.6868 -4.7128 2.2839 -0.0441
N -4.6308 -3.9086 1.0764 -0.0675
C -5.7485 -3.2952 0.5959 -0.0957
C -5.7185 -2.5232 -0.5008 -0.0144
C -4.4303 -2.3035 -1.1508 -0.5888
O -4.3263 -1.5308 -2.1273 -0.1461
N -3.3301 -2.9307 -0.6571 0.1218
C -3.3807 -3.7587 0.4072 -0.5061
O -2.4334 -4.4117 0.8530 -0.0048
H -5.6659 -5.1852 2.3664 0.0794
H -4.5054 -4.1074 3.1763 0.0878
H -3.9144 -5.4718 2.2259 0.0778
H -6.6599 -3.4757 1.1535 0.1151
H -6.6029 -2.0420 -0.8917 0.0973
C 0.7961 -3.8697 1.0931 -0.1200
S 0.3512 -2.4356 0.1688 0.3146
O -0.7777 -1.8169 0.8433 -0.4167
O 1.5449 -1.5241 0.1994 -0.4979
O 0.1237 -2.8747 -1.2010 -0.4728
H 1.2021 -3.5364 2.0480 0.0653
H 1.5352 -4.4292 0.5199 0.0672
H -0.1315 -4.4309 1.2212 0.0487
C 3.5854 0.3018 -2.7199 -0.3015
Te 1.7892 -0.7705 -2.1338 1.8552
C 3.2934 -2.3536 -1.8158 -0.3096
C 4.5537 -1.9853 -2.5399 -0.2724
C 5.5829 -2.9008 -2.7620 -0.0494
C 6.7639 -2.5077 -3.3733 -0.1021
C 6.9194 -1.1882 -3.7858 -0.1026
C 5.8919 -0.2796 -3.5872 -0.0491
C 4.7063 -0.6642 -2.9615 -0.2706
H 3.8104 0.9901 -1.9021 0.0766
H 3.3570 0.8950 -3.6002 0.0495
H 2.8736 -3.3021 -2.1563 0.0684
H 3.4772 -2.4324 -0.7471 0.0619
H 5.4547 -3.9301 -2.4415 0.1098
H 7.5617 -3.2258 -3.5272 0.0942
H 7.8406 -0.8705 -4.2610 0.0942
H 6.0065 0.7465 -3.9245 0.1110
C 0.3606 -1.1694 5.1448 -0.0972
N 0.8329 0.0193 4.4661 -0.2251
C 2.1373 0.4587 4.8891 -0.0964
C -0.1927 1.5177 2.7192 -0.2145
N 0.5962 0.7015 1.7827 0.1577
N 0.0522 4.0641 1.9096 -0.1997
C -0.6381 4.5125 3.1008 -0.0948
C -0.7261 4.3046 0.6912 -0.0642
H 0.1857 -1.0322 6.2276 0.0809
H 1.1111 -1.9543 5.0292 0.0800
H -0.5600 -1.5252 4.6840 0.0855
H 2.8336 -0.3818 4.8530 0.0822
H 2.1474 0.8718 5.9145 0.0828
H 2.5093 1.2233 4.2045 0.0783
H 0.2095 -0.1484 1.3839 0.0779
H -1.5859 3.9752 3.2792 0.0908
H -0.8597 5.5778 3.0221 0.0808
H 0.0025 4.3589 3.9745 0.0825
H -0.1036 4.1551 -0.1855 0.0692
H -1.0415 5.3503 0.7097 0.0809
H -1.6045 3.6657 0.5857 0.0776
```